[1]
The following is a quantum chemistry calculation of a cluster of 2 separate species, C7H10 in total, from the OMol25 dataset.

Element x y z (Å)
1 C -1.0874 0.6227 1.7209
2 C -0.3880 0.4760 0.5993
3 C 1.1054 0.6728 0.3858
4 C 1.2184 0.3161 -1.0963
5 C 0.1852 -0.7052 -1.4734
6 C -0.8928 0.0634 -0.7489
7 C -0.0410 0.6892 -1.8247
8 H -0.6134 0.9238 2.6522
9 H -2.1603 0.4457 1.7467
10 H -0.4023 -2.1310 1.8217
11 H 1.6982 0.0011 1.0185
12 H 1.4180 1.7053 0.5829
13 H 2.1714 0.3379 -1.6192
14 H 0.1941 -1.6346 -2.0225
15 H -0.1980 -2.8402 1.9252
16 H -1.9414 -0.1607 -0.9293
17 H -0.2661 1.2176 -2.7388

Force components x, y, z for each atom (eV/Å):
0.08 0.00 -0.15
-0.09 0.07 0.08
0.04 -0.01 0.02
0.23 0.04 0.00
0.02 -0.23 -0.06
-0.25 -0.05 0.19
-0.04 0.18 -0.14
-0.06 -0.05 -0.15
0.16 0.03 -0.03
0.03 -0.08 0.01
-0.09 0.10 -0.08
-0.07 -0.16 0.00
-0.17 0.00 0.08
-0.01 0.16 0.08
-0.01 0.04 -0.01
0.19 0.06 0.02
0.03 -0.11 0.14

Summary:
orbital gap: 0.37002 Eh
largest force on an atom: 0.006 hartree/bohr
relative energy (zero: lowest compared OMol25 entry of this formula, charge and spin): 3.347 eV
structure (SMILES): C=C1C[C@@H]2[C@@H]3[C@H]1[C@H]23.[H][H]

In elementary charge units, the natural (NBO) charges are:
1 C -0.4354
2 C 0.0435
3 C -0.4484
4 C -0.2005
5 C -0.2381
6 C -0.2472
7 C -0.2396
8 H 0.1997
9 H 0.1983
10 H 0.0089
11 H 0.2183
12 H 0.2182
13 H 0.2264
14 H 0.2383
15 H -0.0125
16 H 0.2323
17 H 0.2379

---

[2]
The following is a quantum chemistry calculation of a structure of composition C4H14CdF4N2O11S4 in a non-equilibrium geometry, from the OMol25 dataset.

Element x y z (Å)
1 Cd 0.2377 0.2633 -0.1114
2 N 2.2116 0.9551 -1.6791
3 S 1.5450 2.4750 -1.8157
4 O 0.7882 2.7148 -0.6225
5 O 0.9946 2.6772 -3.1325
6 F 2.6432 3.5288 -1.7007
7 S 3.2546 0.1557 -2.5891
8 O 3.7559 0.9981 -3.6437
9 O 2.7705 -1.1792 -2.7479
10 F 4.3948 0.0645 -1.6209
11 N -0.3457 -1.9390 0.9839
12 S 0.1683 -2.0483 2.4102
13 O -0.2693 -3.2445 3.0559
14 O -0.0239 -0.7455 3.0214
15 F 1.7026 -2.2307 2.2261
16 S 0.0353 -3.1344 -0.1083
17 O -0.4239 -2.5985 -1.3440
18 O -0.1311 -4.4483 0.3565
19 F 1.5555 -2.7515 -0.0619
20 C -3.5864 0.1236 1.3965
21 C -2.9437 1.4670 0.9301
22 O -1.5255 1.4588 1.2004
23 H -3.6096 -0.6387 0.6279
24 H -4.6113 0.3826 1.6280
25 H -3.2221 -0.3316 2.3593
26 H -3.3035 2.3196 1.5162
27 H -3.1190 1.6625 -0.1536
28 H -1.4808 0.9894 2.0202
29 C 2.8650 1.4066 1.4454
30 O 1.6388 0.7641 1.4308
31 H 3.6465 0.7316 1.1985
32 H 2.8059 2.2516 0.7547
33 H 3.0033 1.7428 2.4525
34 H 1.3410 0.4153 2.2900
35 C -2.4644 -0.7928 -1.9015
36 O -1.2054 -0.0392 -2.0034
37 H -2.5384 -1.2619 -0.8867
38 H -3.2308 0.0101 -1.9447
39 H -2.6359 -1.5359 -2.6380
40 H -0.6877 -0.6384 -2.5991

Force components x, y, z for each atom (eV/Å):
-0.60 -0.07 -0.72
-2.22 1.88 1.58
0.34 -2.32 -3.31
-0.68 -0.78 0.27
0.17 -0.12 1.68
1.41 0.40 0.17
-1.86 1.78 -2.35
-0.54 -1.22 0.48
0.32 0.55 -0.21
2.13 -0.49 1.81
-0.90 0.22 -3.43
-1.03 -0.94 2.71
0.40 0.90 0.24
0.49 -0.50 -0.07
0.69 0.40 0.74
0.20 3.01 1.19
-0.06 -1.04 -0.30
-0.03 -0.37 -0.37
0.62 -1.13 -1.15
-0.28 0.81 0.50
-0.01 -0.67 0.32
0.40 -0.18 -1.50
0.18 -0.05 0.00
-0.50 -0.15 -0.08
0.22 0.70 -0.95
-0.42 -0.23 -0.25
0.27 -0.18 0.85
0.52 -0.48 1.10
0.42 1.19 0.15
-1.77 -1.12 0.41
0.79 -0.52 -0.45
0.28 -0.19 0.25
0.45 0.57 0.50
0.20 0.07 -0.10
-0.73 2.05 2.55
0.36 -1.89 -0.85
0.23 0.26 -1.05
0.20 -0.75 -0.17
0.32 -0.45 -0.88
0.03 1.02 0.68

Summary:
orbital gap: 0.37713 Eh
largest force on an atom: 0.079 hartree/bohr

In elementary charge units, the natural (NBO) charges are:
1 Cd 1.7379
2 N -1.3803
3 S 2.5245
4 O -0.9752
5 O -0.8892
6 F -0.4628
7 S 2.5556
8 O -0.9106
9 O -0.9115
10 F -0.4727
11 N -1.3769
12 S 2.5481
13 O -0.8913
14 O -0.9892
15 F -0.4828
16 S 2.5375
17 O -0.9383
18 O -0.8394
19 F -0.4837
20 C -0.6620
21 C -0.0708
22 O -0.7743
23 H 0.2145
24 H 0.2276
25 H 0.2277
26 H 0.1854
27 H 0.1938
28 H 0.4933
29 C -0.2358
30 O -0.8444
31 H 0.1861
32 H 0.1999
33 H 0.1831
34 H 0.5341
35 C -0.2551
36 O -0.7971
37 H 0.1844
38 H 0.1849
39 H 0.2074
40 H 0.5177

---

[3]
The following is a quantum chemistry calculation of a structure of composition C2H4NO2P in a non-equilibrium geometry, from the OMol25 dataset.

Element x y z (Å)
1 C 0.6656 0.6335 0.2366
2 C 0.4535 -0.7529 -0.3098
3 N -1.7475 0.6343 -0.2238
4 O -0.2013 1.4149 -0.5263
5 O -1.6416 0.0005 0.9974
6 P -1.3341 -1.0270 -0.3078
7 H 0.3462 0.6948 1.2753
8 H 1.7309 0.8527 -0.1794
9 H 0.8283 -0.7988 -1.2952
10 H 0.9001 -1.6522 0.3328

Force components x, y, z for each atom (eV/Å):
1.11 -0.06 -1.91
0.38 -2.83 2.42
1.79 2.26 -0.94
-2.31 -0.61 0.50
-0.44 -0.20 0.48
-0.05 -0.77 -0.06
1.24 0.21 0.28
-1.58 0.44 1.75
0.46 -0.34 -1.22
-0.59 1.88 -1.31

Summary:
orbital gap: 0.38037 Eh
largest force on an atom: 0.073 hartree/bohr
relative energy (zero: lowest compared OMol25 entry of this formula, charge and spin): 5.450 eV

In elementary charge units, the natural (NBO) charges are:
1 C -0.1244
2 C -0.7847
3 N -0.0992
4 O -0.4580
5 O -0.5591
6 P 1.1130
7 H 0.2063
8 H 0.2300
9 H 0.2392
10 H 0.2368